1.
Density functional theory data (ωB97M-V with the def2-TZVPD basis set) for a molecular structure, C30H30AgF5NOPSe.

The LUMO energy is 0.164 Eh. For the gap between HOMO and LUMO, the calculation gives 4.39 eV. The value obtained for the energy relative to the best compared isomer or geometry (same formula, charge and spin) is 92.40 kJ/mol.

```
! wB97M-V def2-TZVPD RIJCOSX def2/J DEFGRID3
* xyz -2 1
Ag -0.018 -1.180 -0.607
O 2.925 -0.592 -0.456
C 3.475 -0.759 0.763
C 2.506 -0.866 1.930
C 2.989 -1.275 3.181
C 2.120 -1.368 4.247
C 0.775 -1.059 4.054
C 0.386 -0.662 2.786
N 1.229 -0.560 1.758
H 2.286 -1.713 -0.832
H 4.151 0.086 1.025
H 4.114 -1.670 0.831
H 4.037 -1.530 3.287
H 2.475 -1.693 5.219
H 0.047 -1.138 4.850
H -0.654 -0.435 2.568
C 1.424 1.200 -2.559
P 0.502 1.306 -0.986
C -0.823 2.508 -1.452
C -0.587 3.845 -1.772
C -1.628 4.689 -2.123
C -2.930 4.201 -2.161
C -3.177 2.873 -1.850
C -2.130 2.028 -1.496
C 1.569 2.389 0.032
C 1.005 3.158 1.050
C 1.800 3.908 1.903
C 3.182 3.894 1.757
C 3.755 3.121 0.757
C 2.957 2.370 -0.098
H 2.244 0.496 -2.410
H 1.790 2.167 -2.912
H 0.741 0.766 -3.291
H 0.426 4.233 -1.731
H -1.428 5.727 -2.364
H -3.750 4.857 -2.429
H -4.188 2.484 -1.873
H -2.330 0.987 -1.254
H -0.072 3.168 1.179
H 1.340 4.495 2.689
H 3.807 4.472 2.428
H 4.833 3.082 0.649
H 3.415 1.722 -0.834
F -8.054 1.612 0.141
C -6.954 0.844 -0.017
C -6.193 0.464 1.073
F -6.562 0.869 2.307
C -5.071 -0.326 0.897
F -4.403 -0.646 2.018
C -4.629 -0.779 -0.348
Se -3.068 -1.848 -0.591
C -5.431 -0.368 -1.417
F -5.133 -0.728 -2.678
C -6.562 0.417 -1.272
F -7.290 0.779 -2.350
C 3.002 -4.562 -1.088
C 1.615 -3.958 -0.777
C 1.414 -4.052 0.740
C 0.561 -4.860 -1.439
C 1.545 -2.519 -1.273
H 3.106 -5.599 -0.734
H 3.779 -3.950 -0.623
H 3.178 -4.551 -2.168
H 1.507 -5.086 1.098
H 0.425 -3.676 1.014
H 2.160 -3.444 1.258
H 0.578 -5.887 -1.043
H 0.736 -4.909 -2.518
H -0.434 -4.436 -1.285
H 1.584 -2.537 -2.379
*
```

2.
Density functional theory data (ωB97M-V with the def2-TZVPD basis set) for C4H4 in the gas phase.

The LUMO energy is -0.011 Eh. For the gap between HOMO and LUMO, the calculation gives 9.64 eV. The value obtained for the energy relative to the best compared isomer or geometry (same formula, charge and spin) is 443.45 kJ/mol.

```
! wB97M-V def2-TZVPD RIJCOSX def2/J DEFGRID3
* xyz 0 1
C 0.285 -0.099 0.777
C 1.250 0.056 -0.301
C 1.359 -0.435 -1.481
C -1.119 0.057 0.327
H 0.295 -1.295 1.291
H 2.288 0.464 -0.010
H -1.612 -0.189 1.200
H -1.315 0.916 -0.411
*
```

3.
Density functional theory data (ωB97M-V with the def2-TZVPD basis set) for 9 unconnected molecules or ions with the total composition C18H36Br6Cl12.

The SMILES is BrCCBr.BrCCBr.BrCCBr.ClCCCl.ClCCCl.ClCCCl.ClCCCl.ClCCCl.ClCCCl. The LUMO energy is 0.005 Eh. For the gap between HOMO and LUMO, the calculation gives 10.14 eV.

```
! wB97M-V def2-TZVPD RIJCOSX def2/J DEFGRID3
* xyz 0 1
Cl 1.573 -3.403 -2.152
C 2.736 -3.062 -3.462
C 3.208 -1.644 -3.439
Cl 1.954 -0.500 -4.076
H 2.266 -3.305 -4.422
H 3.611 -3.687 -3.291
H 4.041 -1.482 -4.119
H 3.380 -1.263 -2.438
Cl -4.886 -2.956 -2.619
C -3.446 -3.992 -2.511
C -2.906 -4.072 -1.101
Cl -3.959 -5.096 -0.064
H -2.668 -3.513 -3.111
H -3.696 -4.996 -2.840
H -2.889 -3.089 -0.656
H -1.956 -4.597 -1.082
Cl 4.298 -1.030 2.215
C 4.144 -2.816 2.087
C 3.833 -3.315 0.726
Cl 5.167 -3.146 -0.469
H 3.326 -3.027 2.771
H 5.103 -3.162 2.460
H 2.998 -2.770 0.284
H 3.622 -4.385 0.709
Cl -4.174 3.058 4.188
C -2.363 3.101 4.283
C -1.667 2.315 3.189
Cl -2.038 3.087 1.631
H -2.163 2.728 5.288
H -2.152 4.174 4.307
H -1.965 1.271 3.098
H -0.607 2.402 3.451
Cl 5.717 3.420 1.755
C 5.142 3.300 0.029
C 4.320 2.057 -0.213
Cl 4.043 1.673 -1.979
H 6.070 3.152 -0.518
H 4.519 4.157 -0.168
H 3.327 2.182 0.230
H 4.742 1.137 0.186
Cl 1.076 1.023 1.216
C 0.552 0.758 -0.475
C 0.058 -0.645 -0.719
Cl -1.615 -0.855 -0.103
H 1.420 0.847 -1.134
H -0.245 1.462 -0.717
H 0.733 -1.328 -0.193
H 0.013 -0.828 -1.794
Br -2.081 -0.129 -3.483
C -3.720 0.481 -2.560
C -4.792 0.600 -3.599
Br -4.613 2.193 -4.813
H -3.402 1.370 -2.020
H -3.969 -0.319 -1.853
H -5.737 0.728 -3.049
H -4.841 -0.216 -4.324
Br -5.636 -1.089 0.958
C -4.299 -2.269 1.844
C -3.560 -1.451 2.833
Br -2.073 -2.437 3.667
H -3.656 -2.607 1.031
H -4.890 -3.052 2.303
H -4.136 -1.077 3.672
H -3.070 -0.585 2.391
Br 0.294 4.572 -0.285
C 0.942 5.351 1.395
C 2.283 4.799 1.760
Br 2.770 5.407 3.589
H 0.133 5.131 2.086
H 0.997 6.428 1.248
H 3.125 5.114 1.142
H 2.336 3.716 1.831
*
```

4.
Density functional theory data (ωB97M-V with the def2-TZVPD basis set) for a gas-phase ion, C8H14NO5 (charge +1).

The LUMO energy (spin up / spin down) is -0.248 / -0.290 Eh. For the gap between HOMO and LUMO (spin up / spin down), the calculation gives 7.21 / 6.05 eV. The value obtained for the energy relative to the best compared isomer or geometry (same formula, charge and spin) is 156.52 kJ/mol.

```
! wB97M-V def2-TZVPD RIJCOSX def2/J DEFGRID3
* xyz 1 1
C -0.548 0.226 -1.923
C 0.806 1.667 0.081
C 1.491 0.511 -0.742
C 1.691 -0.668 0.264
C 0.367 -1.056 0.973
C -0.367 0.195 1.502
C -1.209 0.074 -3.259
C -1.805 -0.116 1.972
N 0.752 0.203 -1.885
O -1.282 0.423 -0.919
O 2.131 -1.832 -0.352
O 0.629 -1.873 2.066
O -2.347 0.951 2.674
O -0.420 1.229 0.528
H 1.476 1.904 0.912
H 0.642 2.547 -0.547
H 2.467 0.868 -1.091
H 2.406 -0.320 1.030
H -0.275 -1.574 0.244
H 0.197 0.578 2.366
H -0.499 -0.396 -3.934
H -1.479 1.059 -3.640
H -2.120 -0.513 -3.166
H -1.756 -0.964 2.662
H -2.411 -0.387 1.099
H 2.998 -1.715 -0.762
H 1.052 -2.692 1.770
H -2.587 1.672 2.075
*
```

5.
Density functional theory data (ωB97M-V with the def2-TZVPD basis set) for 3 unconnected molecules or ions with the total composition C30H56FN4O3.

The LUMO energy (spin up / spin down) is -0.158 / -0.158 Eh. For the gap between HOMO and LUMO (spin up / spin down), the calculation gives 5.61 / 6.42 eV. The value obtained for the energy relative to the best compared isomer or geometry (same formula, charge and spin) is 207.27 kJ/mol.

```
! wB97M-V def2-TZVPD RIJCOSX def2/J DEFGRID3
* xyz 1 3
C 7.519 4.545 0.873
C 8.129 3.712 -0.122
C 7.187 3.003 -1.124
C 7.941 2.889 -2.514
C 7.885 1.402 -2.838
N 7.333 0.724 -1.643
F 7.245 -0.601 -1.520
C 6.954 1.563 -0.767
C 6.300 1.149 0.520
C 4.885 1.809 0.514
C 3.924 1.213 -0.532
C 3.715 2.051 -1.820
N 3.875 3.504 -1.662
C 2.798 4.113 -0.924
C 2.952 4.492 0.545
O 1.775 4.361 -1.457
H 7.060 4.126 1.769
H 7.508 5.627 0.755
H 9.200 3.563 -0.221
H 6.328 3.668 -1.168
H 7.300 3.380 -3.250
H 8.903 3.396 -2.560
H 8.716 0.895 -3.332
H 7.087 1.276 -3.586
H 6.852 1.508 1.389
H 6.167 0.066 0.513
H 5.023 2.888 0.449
H 4.464 1.602 1.503
H 2.970 0.929 -0.085
H 4.370 0.260 -0.853
H 2.707 1.819 -2.199
H 4.400 1.720 -2.611
H 3.919 3.943 -2.575
H 2.696 3.665 1.213
H 2.356 5.380 0.737
H 3.999 4.752 0.750
C 0.217 -3.631 -0.013
C 0.404 -3.214 1.465
C -0.806 -3.670 2.289
C -2.059 -2.829 2.053
C -1.758 -1.345 2.239
C -0.573 -0.863 1.400
N 0.626 -1.739 1.554
O 1.181 -1.474 2.697
C -0.991 -0.786 -0.082
C -0.259 0.585 1.772
C 1.634 -3.996 1.933
H 0.794 -2.990 -0.683
H 0.565 -4.650 -0.181
H -0.823 -3.619 -0.335
H -0.559 -3.632 3.355
H -1.025 -4.717 2.066
H -2.466 -3.013 1.055
H -2.836 -3.131 2.757
H -2.649 -0.762 1.991
H -1.559 -1.160 3.300
H -0.137 -0.542 -0.719
H -1.738 -0.004 -0.224
H -1.446 -1.698 -0.460
H -0.056 0.711 2.835
H -1.105 1.233 1.541
H 0.604 0.956 1.212
H 2.526 -3.697 1.378
H 1.480 -5.063 1.773
H 1.831 -3.866 2.997
C -6.460 -3.037 -1.331
C -6.503 -2.312 0.035
C -7.950 -1.944 0.382
C -8.494 -0.768 -0.426
C -7.552 0.430 -0.337
C -6.108 0.090 -0.712
N -5.606 -1.118 0.007
O -5.336 -0.780 1.229
C -6.006 -0.114 -2.237
C -5.224 1.309 -0.440
C -6.015 -3.357 1.041
H -5.482 -2.934 -1.804
H -6.639 -4.106 -1.215
H -7.220 -2.686 -2.028
H -8.020 -1.694 1.446
H -8.593 -2.814 0.233
H -8.649 -1.055 -1.469
H -9.476 -0.487 -0.040
H -7.921 1.231 -0.982
H -7.585 0.824 0.685
H -5.009 -0.458 -2.520
H -6.187 0.827 -2.758
H -6.733 -0.816 -2.637
H -5.287 1.647 0.594
H -5.536 2.146 -1.065
H -4.177 1.095 -0.669
H -4.980 -3.645 0.839
H -6.632 -4.253 0.977
H -6.079 -3.007 2.071
*
```

6.
Density functional theory data (ωB97M-V with the def2-TZVPD basis set) for C5H9NO in the gas phase.

The SMILES is COC[C@@H](C)C#N. The LUMO energy is 0.031 Eh. For the gap between HOMO and LUMO, the calculation gives 11.29 eV. The value obtained for the energy relative to the best compared isomer or geometry (same formula, charge and spin) is 158.28 kJ/mol.

```
! wB97M-V def2-TZVPD RIJCOSX def2/J DEFGRID3
* xyz 0 1
C -0.960 1.009 -2.216
O -0.764 0.059 -1.193
C -0.255 0.629 -0.017
C -0.052 -0.478 1.034
C 1.003 -1.579 0.764
C 0.469 0.107 2.281
N 1.058 0.409 3.229
H -1.326 0.470 -3.093
H -0.022 1.522 -2.480
H -1.702 1.775 -1.939
H -0.963 1.376 0.384
H 0.695 1.156 -0.211
H -1.038 -0.915 1.236
H 1.036 -2.217 1.654
H 0.836 -2.217 -0.105
H 1.986 -1.105 0.671
*
```

7.
Density functional theory data (ωB97M-V with the def2-TZVPD basis set) for a gas-phase ion, C4H13N2S (charge +1).

The SMILES is NC[C@@H]([NH3+])CCS. The LUMO energy is -0.120 Eh. For the gap between HOMO and LUMO, the calculation gives 9.01 eV. The value obtained for the energy relative to the best compared isomer or geometry (same formula, charge and spin) is 66.19 kJ/mol.

```
! wB97M-V def2-TZVPD RIJCOSX def2/J DEFGRID3
* xyz 1 1
N 0.876 -1.409 -1.009
C 0.241 -0.625 0.099
C 1.112 0.617 0.343
C 0.465 1.582 1.296
S 1.213 3.236 1.552
C -1.199 -0.407 -0.288
N -1.711 -1.615 -0.950
H 1.736 -1.852 -0.684
H 0.113 -2.031 -1.366
H 1.138 -0.940 -1.883
H 0.248 -1.337 0.929
H 2.077 0.319 0.763
H 1.288 1.060 -0.638
H -0.543 1.805 0.947
H 0.273 1.153 2.281
H 0.348 3.957 0.813
H -1.363 0.427 -0.976
H -1.818 -0.115 0.567
H -2.555 -1.440 -1.470
H -1.939 -2.387 -0.325
*
```

8.
Density functional theory data (ωB97M-V with the def2-TZVPD basis set) for 5 unconnected molecules or ions with the total composition C23H47BBr2NO16S6.

The LUMO energy is 0.058 Eh. For the gap between HOMO and LUMO, the calculation gives 7.09 eV. The value obtained for the energy relative to the best compared isomer or geometry (same formula, charge and spin) is 88.06 kJ/mol.

```
! wB97M-V def2-TZVPD RIJCOSX def2/J DEFGRID3
* xyz -1 1
C 3.758 -0.842 0.389
C 2.413 -1.554 -0.003
C 1.889 -1.138 -1.427
C 0.524 -0.406 -1.339
N -0.154 -0.213 -2.655
C 0.104 1.154 -3.199
C 1.556 1.337 -3.750
C 2.346 2.502 -3.090
C 2.418 2.435 -1.523
B 1.383 3.479 -0.763
C 1.788 3.686 0.815
Br 1.442 1.972 1.813
C 0.924 4.798 1.502
C -0.607 4.631 1.176
Br 1.056 4.780 3.501
C -1.579 -0.302 -2.364
S -2.515 -1.385 -3.200
S -2.250 0.777 -1.059
C -4.083 0.691 -1.263
C -4.694 1.587 -0.138
C -6.243 1.661 -0.358
H 4.445 -0.823 -0.484
H 3.553 0.177 0.770
H 4.289 -1.438 1.163
H 2.607 -2.645 -0.048
H 1.658 -1.297 0.767
H 1.764 -2.055 -2.045
H 2.693 -0.550 -1.908
H -0.129 -1.054 -0.708
H 0.571 0.573 -0.810
H -0.580 1.239 -4.076
H -0.218 1.949 -2.493
H 2.070 0.358 -3.705
H 1.480 1.574 -4.837
H 3.396 2.425 -3.465
H 1.995 3.511 -3.380
H 3.446 2.796 -1.244
H 2.352 1.405 -1.115
H 0.272 2.991 -0.783
H 1.307 4.542 -1.344
H 2.864 3.964 0.898
H 1.200 5.816 1.175
H -1.211 5.125 1.960
H -0.860 3.555 1.202
H -0.808 5.058 0.179
H -4.362 1.072 -2.265
H -4.448 -0.350 -1.197
H -4.230 2.594 -0.122
H -4.523 1.130 0.860
H -6.733 1.852 0.617
H -6.600 0.673 -0.721
H -6.508 2.431 -1.115
C 5.241 -5.515 1.879
C 6.742 -5.695 2.006
O 7.273 -5.242 0.758
S 6.335 -4.054 0.186
O 6.929 -2.805 0.535
O 5.963 -4.383 -1.152
O 5.069 -4.296 1.156
H 4.795 -6.322 1.294
H 4.747 -5.454 2.845
H 7.025 -6.730 2.190
H 7.149 -5.061 2.798
C -0.542 -6.703 0.885
C 0.589 -6.597 -0.122
O 1.236 -5.361 0.185
S 1.137 -5.087 1.774
O 2.356 -5.517 2.383
O 0.594 -3.786 1.975
O -0.005 -6.183 2.105
H -1.392 -6.081 0.593
H -0.876 -7.729 1.025
H 0.234 -6.595 -1.150
H 1.314 -7.404 0.012
C 3.083 1.215 5.452
C 1.579 1.349 5.339
O 1.067 0.776 6.555
S 2.117 1.044 7.749
O 1.691 2.191 8.486
O 2.409 -0.203 8.382
O 3.376 1.472 6.834
H 3.409 0.199 5.216
H 3.608 1.921 4.814
H 1.180 0.830 4.473
H 1.277 2.397 5.304
C -9.794 3.496 -4.000
C -9.459 2.504 -5.099
O -8.055 2.657 -5.315
S -7.342 3.047 -3.916
O -6.809 1.858 -3.339
O -6.562 4.222 -4.122
O -8.681 3.449 -3.104
H -9.873 4.512 -4.394
H -10.712 3.238 -3.475
H -10.009 2.699 -6.017
H -9.644 1.477 -4.775
*
```

9.
Density functional theory data (ωB97M-V with the def2-TZVPD basis set) for a molecular structure, C4H4N4.

The LUMO energy is 0.004 Eh. For the gap between HOMO and LUMO, the calculation gives 9.82 eV. The value obtained for the energy relative to the best compared isomer or geometry (same formula, charge and spin) is 337.06 kJ/mol.

```
! wB97M-V def2-TZVPD RIJCOSX def2/J DEFGRID3
* xyz 0 1
C -0.461 1.281 -0.731
C 0.460 -0.869 -1.103
C 1.230 -0.543 0.728
C -1.093 0.084 1.139
H -0.896 2.257 -0.928
H 0.147 -1.402 -2.071
H 2.306 -0.543 0.929
H -1.778 0.005 1.932
N 0.341 0.541 -1.285
N 0.933 -1.600 -0.231
N 0.337 0.022 1.559
N -1.525 0.768 0.062
*
```

10.
Density functional theory data (ωB97M-V with the def2-TZVPD basis set) for C6H8S2 in the gas phase.

The SMILES is C#C[C@]1(S)[C@H](C)[C@H]1S. The LUMO energy is 0.026 Eh. For the gap between HOMO and LUMO, the calculation gives 9.58 eV. The value obtained for the energy relative to the best compared isomer or geometry (same formula, charge and spin) is 287.46 kJ/mol.

```
! wB97M-V def2-TZVPD RIJCOSX def2/J DEFGRID3
* xyz 0 1
C 0.833 2.306 -0.833
C 0.029 1.026 -0.914
C -0.709 0.672 0.387
C 0.421 -0.180 -0.092
C 1.597 -0.120 0.765
C 2.688 -0.094 1.329
H 1.558 2.312 -1.662
H 0.196 3.188 -0.878
H 1.434 2.369 0.078
H -0.435 0.676 -1.804
H -0.465 1.278 1.230
H -2.424 -0.782 -0.436
H 1.432 -1.873 -1.403
H 3.573 -0.181 1.940
S -2.407 0.070 0.602
S 0.280 -1.860 -0.659
*
```

11.
Density functional theory data (ωB97M-V with the def2-TZVPD basis set) for C5H10O2 in the gas phase.

The SMILES is CO[C@H]1CO[C@H]1C. The LUMO energy is 0.037 Eh. For the gap between HOMO and LUMO, the calculation gives 10.54 eV. The value obtained for the energy relative to the best compared isomer or geometry (same formula, charge and spin) is 297.50 kJ/mol.

```
! wB97M-V def2-TZVPD RIJCOSX def2/J DEFGRID3
* xyz 0 1
C 1.697 1.369 -0.480
O 1.041 0.484 0.427
C 0.415 -0.712 -0.097
C -0.008 -1.649 1.048
O -1.388 -1.629 0.675
C -1.133 -0.675 -0.370
C -1.542 0.735 -0.043
H 2.677 0.964 -0.764
H 1.105 1.568 -1.385
H 1.873 2.344 0.007
H 1.035 -1.098 -0.903
H 0.140 -1.190 2.032
H 0.405 -2.663 1.028
H -1.545 -1.079 -1.314
H -1.755 1.286 -0.960
H -2.363 0.763 0.668
H -0.654 1.181 0.430
*
```

12.
Density functional theory data (ωB97M-V with the def2-TZVPD basis set) for 2 unconnected molecules or ions with the total composition CHClS3.

The LUMO energy (spin up / spin down) is -0.046 / -0.096 Eh. For the gap between HOMO and LUMO (spin up / spin down), the calculation gives 7.75 / 5.13 eV. The value obtained for the energy relative to the best compared isomer or geometry (same formula, charge and spin) is 311.45 kJ/mol.

```
! wB97M-V def2-TZVPD RIJCOSX def2/J DEFGRID3
* xyz 0 1
C -0.723 0.887 -0.254
S 0.629 1.717 -0.101
S -1.352 -0.632 0.130
S 1.386 -1.587 -0.073
Cl 2.811 -0.216 0.202
H -2.750 -0.168 0.096
*
```

no.,E_tot (eV)
1,-127353.91948
2,-4205.56252
3,-589776.01510
4,-20238.71239
5,-46822.39053
6,-8867.57217
7,-18167.80685
8,-264633.03103
9,-10169.34447
10,-28019.06312
11,-9439.95960
12,-46077.56141